{
  "formula": "C48H47AuO2Sb3",
  "method": "ωB97M-V/def2-TZVPD",
  "e_homo_ev": [-15.19, -15.87],
  "charge": 3,
  "multiplicity": 3,
  "energy_ev": -77908.5690,
  "elements": ["Au", "C", "C", "C", "Sb", "C", "C", "C", "C", "C", "C", "C", "C", "C", "C", "C", "C", "Sb", "C", "C", "C", "C", "C", "C", "C", "C", "C", "C", "C", "C", "H", "H", "H", "H", "H", "H", "H", "H", "H", "H", "H", "H", "H", "H", "H", "H", "H", "H", "H", "H", "H", "H", "H", "H", "H", "H", "O", "O", "C", "C", "C", "C", "C", "C", "C", "Sb", "C", "C", "C", "C", "C", "C", "C", "C", "C", "C", "C", "C", "C", "C", "H", "H", "H", "H", "H", "H", "H", "H", "H", "H", "H", "H", "H", "H", "H", "H", "H", "H", "H", "H", "H"],
  "coordinates": [[1.0703, -1.2255, 0.9603], [-1.2490, -4.4241, 1.2068], [-1.0392, -4.4312, 2.7206], [0.4203, -4.3381, 3.1772], [1.1976, -2.3604, 3.2805], [-0.0881, -1.3092, 4.5511], [-1.0689, -0.4696, 4.0297], [-1.9517, 0.1664, 4.8896], [-1.8496, -0.0330, 6.2603], [-0.8651, -0.8638, 6.7782], [0.0226, -1.5053, 5.9264], [3.0795, -2.4735, 4.1714], [3.5435, -1.3801, 4.9013], [4.7755, -1.4659, 5.5306], [5.5332, -2.6250, 5.4198], [5.0688, -3.7062, 4.6819], [3.8380, -3.6353, 4.0479], [-1.1583, -2.5380, 0.2245], [-2.7964, -1.4140, 0.8803], [-2.8703, -0.0654, 0.5369], [-3.9395, 0.6961, 0.9822], [-4.9243, 0.1157, 1.7738], [-4.8466, -1.2266, 2.1163], [-3.7802, -1.9978, 1.6721], [-1.4377, -2.9264, -1.8170], [-0.4674, -3.6226, -2.5338], [-0.7327, -3.9984, -3.8418], [-1.9543, -3.6785, -4.4226], [-2.9121, -2.9735, -3.7066], [-2.6580, -2.5875, -2.3967], [-2.2394, -4.8066, 0.9480], [-0.5260, -5.0640, 0.6975], [-1.4309, -5.3835, 3.0864], [-1.6454, -3.6611, 3.2093], [1.0828, -4.9420, 2.5563], [0.5134, -4.7028, 4.2022], [-1.1494, -0.3014, 2.9608], [-2.7171, 0.8192, 4.4910], [-2.5376, 0.4645, 6.9303], [-0.7874, -1.0145, 7.8462], [0.7881, -2.1515, 6.3401], [2.9489, -0.4784, 4.9986], [5.1423, -0.6306, 6.1113], [6.4932, -2.6871, 5.9143], [5.6625, -4.6068, 4.6042], [3.4817, -4.4860, 3.4787], [-2.1103, 0.3930, -0.0891], [-4.0082, 1.7394, 0.7059], [-5.7598, 0.7103, 2.1182], [-5.6187, -1.6778, 2.7247], [-3.7352, -3.0450, 1.9470], [0.4861, -3.8805, -2.0862], [0.0075, -4.5535, -4.4026], [-2.1637, -3.9891, -5.4376], [-3.8643, -2.7340, -4.1612], [-3.4135, -2.0483, -1.8371], [0.5445, 0.5359, -1.4608], [1.5219, 0.3511, -0.6110], [-0.5683, -0.1934, -4.4557], [-0.1572, 1.0738, -5.1477], [-0.3158, 1.1962, -6.5273], [0.0234, 2.3593, -7.2013], [0.5455, 3.4480, -6.5167], [0.7276, 3.3597, -5.1476], [0.3691, 2.1807, -4.4871], [0.6559, 2.4051, -2.4374], [-1.0133, 3.2541, -1.5497], [-2.0396, 3.5916, -2.4378], [-3.1892, 4.1915, -1.9567], [-3.3025, 4.4470, -0.5961], [-2.2849, 4.0936, 0.2770], [-1.1139, 3.4874, -0.1723], [-0.0504, 3.1315, 0.8300], [2.4917, 3.1959, -1.9295], [2.4753, 4.3926, -1.2093], [3.6731, 5.0395, -0.9597], [4.8557, 4.4858, -1.4310], [4.8533, 3.3006, -2.1551], [3.6701, 2.6273, -2.4335], [3.6665, 1.3550, -3.2318], [-0.4453, -1.0457, -5.1205], [-1.6221, -0.1558, -4.1664], [0.0218, -0.3937, -3.5593], [-0.7113, 0.3547, -7.0821], [-0.1130, 2.4140, -8.2729], [0.8209, 4.3516, -7.0423], [1.1581, 4.2036, -4.6153], [-1.9364, 3.4019, -3.5003], [-3.9827, 4.4686, -2.6370], [-4.1931, 4.9268, -0.2126], [-2.3900, 4.3066, 1.3349], [-0.4438, 2.4266, 1.5684], [0.2785, 4.0159, 1.3770], [0.8368, 2.6834, 0.3840], [1.5451, 4.8259, -0.8600], [3.6826, 5.9712, -0.4116], [5.7945, 4.9896, -1.2434], [5.7879, 2.8967, -2.5224], [4.6646, 1.1197, -3.5939], [3.0173, 1.4328, -4.1095], [3.3317, 0.5105, -2.6250]],
  "forces_ev_per_a": [[-0.04, 0.00, 0.00], [-0.01, -0.02, 0.00], [0.02, -0.01, 0.04], [-0.06, 0.01, 0.02], [0.01, 0.00, 0.01], [0.02, 0.00, 0.01], [0.02, 0.02, -0.02], [0.00, 0.00, 0.02], [0.00, 0.01, -0.01], [0.00, 0.00, 0.00], [-0.02, -0.05, -0.01], [0.01, 0.03, 0.00], [-0.03, -0.02, 0.00], [0.00, 0.00, 0.00], [0.01, 0.00, 0.00], [0.00, 0.00, 0.01], [-0.01, 0.00, -0.01], [0.03, 0.03, -0.04], [0.03, -0.04, 0.02], [0.00, 0.04, -0.03], [-0.02, -0.02, 0.02], [0.02, 0.00, -0.01], [-0.01, -0.02, 0.00], [0.00, 0.00, 0.04], [-0.03, -0.01, 0.03], [0.03, 0.04, -0.02], [0.01, -0.01, -0.01], [0.00, -0.01, 0.00], [0.00, 0.02, 0.02], [0.00, -0.01, -0.03], [0.00, 0.03, 0.00], [0.00, 0.00, 0.00], [0.01, 0.00, 0.00], [0.01, -0.02, 0.00], [-0.01, -0.01, -0.02], [0.02, 0.01, 0.00], [-0.02, -0.01, 0.00], [-0.01, 0.00, -0.01], [0.00, 0.00, 0.00], [0.00, 0.01, 0.01], [0.01, 0.01, 0.01], [0.01, -0.01, 0.00], [0.00, 0.00, 0.00], [0.00, 0.00, 0.00], [0.00, 0.00, 0.00], [0.00, 0.01, 0.01], [0.03, 0.01, 0.01], [0.00, 0.02, -0.01], [0.00, 0.00, 0.00], [0.00, 0.00, 0.00], [0.00, 0.01, -0.01], [-0.01, -0.02, 0.00], [0.00, 0.00, 0.00], [0.00, 0.00, 0.00], [0.00, 0.00, 0.00], [0.00, -0.01, 0.01], [0.07, -0.02, 0.03], [-0.05, 0.07, -0.09], [-0.02, 0.02, 0.07], [-0.06, 0.00, -0.06], [0.02, -0.02, 0.03], [-0.01, 0.00, 0.00], [0.02, 0.01, 0.01], [0.04, 0.01, -0.04], [0.06, 0.05, 0.05], [-0.05, -0.02, 0.04], [-0.01, -0.04, 0.04], [-0.02, 0.03, -0.03], [0.01, 0.01, -0.03], [-0.01, -0.03, -0.01], [0.02, 0.02, 0.02], [-0.03, 0.05, 0.00], [-0.04, -0.08, 0.06], [0.02, 0.04, -0.05], [0.03, -0.02, 0.00], [-0.02, 0.01, 0.00], [0.01, 0.01, 0.00], [-0.03, -0.02, -0.02], [-0.02, 0.06, 0.04], [0.00, -0.01, -0.04], [-0.02, -0.02, 0.00], [0.02, 0.01, 0.00], [-0.01, 0.00, -0.04], [0.00, -0.01, 0.00], [0.00, 0.00, 0.00], [0.00, 0.00, 0.00], [0.00, -0.01, 0.00], [-0.02, -0.01, 0.00], [0.01, 0.00, 0.00], [0.00, 0.02, 0.01], [0.00, -0.01, -0.02], [0.01, 0.03, -0.04], [-0.02, 0.00, 0.00], [0.05, -0.03, -0.03], [0.00, -0.01, 0.01], [0.00, 0.00, 0.00], [0.00, 0.00, 0.01], [0.00, -0.01, 0.00], [0.00, -0.01, 0.01], [0.03, -0.01, 0.02], [-0.01, -0.03, 0.01]]
}